[1]
{
  "formula": "CH3IN2",
  "method": "ωB97M-V with the def2-TZVPD basis set",
  "homo_energy_ev": [-6.8, -9.7],
  "energy_ev": -12160.8971,
  "e_above_lowest_kcal_mol": 20.0,
  "s2": 2.01,
  "spin_multiplicity": 3,
  "e_lumo_ev": [0.43, -1.78],
  "orbital_gap_ev": [7.192, 7.880],
  "charge": 0,
  "species": ["C", "N", "N", "I", "H", "H", "H"],
  "coordinates": [[0.183, 0.895, -0.024], [-0.465, -1.495, 0.000], [-1.027, -0.448, -0.193], [2.156, 0.171, -0.048], [0.086, 1.614, -0.740], [0.080, 1.592, 0.969], [-1.014, -2.329, 0.036]],
  "forces_ev_per_a": [[-1.1, -0.8, 4.3], [0.7, -3.0, 0.2], [1.5, 6.2, -0.2], [-0.1, 0.0, -0.1], [-0.7, 1.1, -2.7], [-0.2, -2.5, -1.9], [0.0, -1.0, 0.3]],
  "nbo_charge": [-0.417, -0.399, -0.128, 0.151, 0.184, 0.229, 0.380]
}

[2]
{
  "formula": "C3H3Br3F2",
  "method": "ωB97M-V with the def2-TZVPD basis set",
  "homo_energy_ev": [-9.2, -8.2],
  "energy_ev": -218717.8138,
  "e_above_lowest_kcal_mol": 82.6,
  "e_lumo_ev": [-0.41, -1.07],
  "orbital_gap_ev": [8.794, 7.122],
  "charge": 0,
  "species": ["C", "C", "C", "F", "F", "Br", "Br", "Br", "H", "H", "H"],
  "coordinates": [[1.562, 0.371, 0.089], [1.117, -0.958, -0.454], [-2.038, 0.612, 0.121], [2.171, -1.423, -1.193], [0.019, -0.791, -1.353], [1.363, 0.714, 1.878], [-1.902, 2.007, 1.335], [-2.734, -0.958, 0.698], [1.340, 1.042, -0.652], [0.730, -1.527, 0.335], [-1.628, 0.911, -0.804]],
  "forces_ev_per_a": [[-0.8, -2.2, 0.4], [0.2, 2.1, -1.1], [0.0, 1.2, 1.0], [-0.9, -0.6, 0.4], [1.5, -0.2, 0.7], [0.2, 0.1, 0.0], [-0.2, 0.2, 0.2], [-0.1, -0.6, -0.2], [0.0, 2.6, -1.2], [-0.1, -1.9, 0.7], [0.0, -0.7, -1.0]],
  "nbo_charge": [-0.283, 0.485, -0.479, -0.324, -0.371, 0.150, 0.098, 0.166, 0.191, 0.149, 0.218]
}

[3]
{
  "formula": "C6H13ClN4O3PS",
  "method": "ωB97M-V with the def2-TZVPD basis set",
  "homo_energy_ev": -12.9,
  "energy_ev": -51172.9688,
  "smiles": "OCCOCOCn1cnc(N(Cl)[PH2]=S)[nH+]1",
  "e_lumo_ev": -3.55,
  "orbital_gap_ev": 9.334,
  "charge": 1,
  "species": ["O", "C", "C", "O", "C", "O", "C", "N", "C", "N", "C", "N", "Cl", "P", "S", "N", "H", "H", "H", "H", "H", "H", "H", "H", "H", "H", "H", "H", "H"],
  "coordinates": [[-1.483, -1.200, -4.157], [-1.279, 0.154, -3.821], [0.174, 0.557, -3.925], [0.944, -0.066, -2.885], [1.303, 0.775, -1.838], [1.646, -0.029, -0.726], [0.659, -0.910, -0.318], [0.694, -0.986, 1.144], [1.467, -1.699, 1.958], [1.248, -1.440, 3.236], [0.305, -0.489, 3.237], [-0.232, 0.090, 4.329], [0.394, -0.413, 5.825], [-1.445, 1.355, 4.344], [-2.467, 1.557, 5.917], [-0.052, -0.186, 1.968], [-1.063, -1.765, -3.502], [-1.654, 0.380, -2.811], [-1.870, 0.742, -4.523], [0.583, 0.211, -4.873], [0.281, 1.645, -3.884], [0.475, 1.454, -1.581], [2.210, 1.343, -2.049], [-0.345, -0.591, -0.614], [0.829, -1.923, -0.681], [2.176, -2.417, 1.575], [-2.098, 0.939, 3.167], [-0.679, 2.440, 3.890], [-0.719, 0.473, 1.600]],
  "forces_ev_per_a": [[-0.1, 0.0, 0.0], [0.1, 0.0, 0.1], [0.0, 0.1, -0.1], [0.0, -0.2, 0.0], [0.0, -0.1, 0.0], [0.0, 0.1, 0.0], [0.0, 0.1, 0.1], [0.0, -0.2, 0.2], [-0.2, -0.1, 0.0], [0.0, 0.1, -0.1], [0.0, -0.1, -0.1], [0.1, -0.2, 0.0], [0.0, 0.0, 0.1], [-0.2, 0.1, 0.1], [0.1, 0.0, -0.1], [0.0, 0.1, 0.0], [0.1, 0.0, 0.0], [0.0, 0.0, 0.0], [0.0, 0.0, 0.0], [0.0, 0.0, 0.0], [0.0, 0.0, 0.0], [0.0, 0.0, 0.0], [0.0, 0.1, 0.0], [0.0, 0.0, 0.0], [0.0, 0.0, 0.0], [0.0, 0.0, 0.0], [0.0, 0.0, -0.1], [0.0, 0.0, 0.0], [0.0, 0.0, 0.0]],
  "nbo_charge": [-0.698, -0.085, -0.106, -0.559, 0.241, -0.517, 0.092, -0.163, 0.300, -0.442, 0.566, -0.721, 0.273, 0.985, -0.352, -0.363, 0.464, 0.142, 0.204, 0.218, 0.183, 0.132, 0.189, 0.196, 0.221, 0.253, -0.071, -0.029, 0.446]
}

[4]
{
  "formula": "C5H13NO",
  "method": "ωB97M-V with the def2-TZVPD basis set",
  "homo_energy_ev": -10.0,
  "energy_ev": -8933.3403,
  "e_above_lowest_kcal_mol": 15.5,
  "smiles": "CC(N)=O.CCC",
  "e_lumo_ev": 0.85,
  "orbital_gap_ev": 10.837,
  "charge": 0,
  "species": ["C", "C", "N", "O", "H", "H", "H", "H", "H", "C", "C", "C", "H", "H", "H", "H", "H", "H", "H", "H"],
  "coordinates": [[-1.225, 0.161, -2.260], [-1.293, -1.275, -1.889], [-2.113, -1.571, -0.821], [-0.712, -2.163, -2.490], [-0.557, 0.185, -3.106], [-0.754, 0.683, -1.407], [-2.182, 0.634, -2.434], [-2.285, -2.584, -0.863], [-2.712, -0.968, -0.305], [2.432, 0.372, 1.828], [1.255, 1.225, 1.378], [0.016, 0.419, 1.095], [2.815, -0.181, 0.933], [3.280, 1.017, 2.066], [2.257, -0.371, 2.601], [1.570, 1.805, 0.516], [1.081, 2.019, 2.280], [0.093, -0.181, 0.223], [-0.830, 1.085, 0.777], [-0.134, -0.313, 1.878]],
  "forces_ev_per_a": [[1.1, 0.4, 0.6], [-1.1, -0.2, 0.2], [0.8, -2.2, -1.0], [-0.2, 0.4, 0.3], [0.0, 0.5, -0.3], [-0.2, 0.0, -0.5], [-0.2, -0.1, -0.2], [-0.2, 0.8, 0.8], [-0.2, 0.4, -0.1], [1.1, -0.2, -1.8], [0.1, 1.6, 2.7], [-0.6, 1.0, -0.5], [-0.4, 0.1, 0.6], [-0.1, -0.1, 0.5], [-0.2, 0.2, 0.2], [-0.1, 0.2, -0.1], [0.0, -1.7, -2.2], [0.8, -0.7, -0.9], [0.3, -0.6, 1.2], [-0.8, 0.3, 0.5]],
  "nbo_charge": [-0.725, 0.676, -0.850, -0.610, 0.244, 0.231, 0.231, 0.404, 0.399, -0.612, -0.385, -0.617, 0.199, 0.210, 0.206, 0.201, 0.182, 0.203, 0.201, 0.213]
}

[5]
{
  "formula": "C4H13N2O2",
  "method": "ωB97M-V with the def2-TZVPD basis set",
  "homo_energy_ev": -13.0,
  "energy_ev": -11422.7506,
  "e_above_lowest_kcal_mol": 155.0,
  "e_lumo_ev": -7.33,
  "orbital_gap_ev": 5.678,
  "charge": 1,
  "species": ["N", "C", "C", "N", "C", "C", "O", "H", "H", "H", "H", "H", "H", "H", "H", "H", "H", "H", "H", "H", "O"],
  "coordinates": [[-0.831, -1.146, -1.881], [0.318, -1.418, -0.983], [1.465, -0.440, -1.210], [1.135, 0.892, -0.773], [1.321, 1.153, 0.685], [0.227, 1.038, 1.622], [0.153, -0.339, 2.294], [-1.437, -1.988, -1.879], [0.127, -0.175, 3.237], [-0.673, -1.008, -2.880], [-0.089, -1.033, -0.012], [0.574, -2.469, -1.040], [1.909, -0.315, -2.256], [2.348, -0.785, -0.618], [1.378, 1.648, -1.382], [2.132, 1.836, 0.764], [-0.736, 0.857, 1.082], [0.171, 1.732, 2.351], [-3.754, 0.621, 0.336], [-2.805, -0.327, -0.251], [-2.811, 0.487, 0.261]],
  "forces_ev_per_a": [[-1.0, -0.9, -0.3], [-1.4, 1.8, -0.6], [1.3, -2.0, -1.5], [0.5, 0.6, 6.1], [-1.3, 1.4, -6.7], [-2.3, -6.9, -0.8], [0.9, 1.3, -0.8], [0.4, 0.8, 0.2], [0.1, 0.0, 0.4], [0.7, 0.0, 0.4], [0.5, -1.5, -0.3], [0.6, 0.0, 0.6], [-1.1, -0.5, 1.1], [-0.7, 0.1, -0.5], [1.2, 0.4, 0.0], [0.3, 1.1, 0.8], [0.7, 1.4, -0.2], [0.3, 2.7, 2.1], [-0.4, 0.5, 0.4], [0.6, -0.1, -0.3], [0.1, -0.3, -0.1]],
  "nbo_charge": [-0.868, -0.238, -0.254, -0.470, 0.449, -0.266, -0.676, 0.371, 0.491, 0.372, 0.204, 0.221, 0.242, 0.219, 0.424, 0.208, 0.319, 0.242, 0.482, 0.480, -0.953]
}

[6]
{
  "formula": "C5H11NO",
  "method": "ωB97M-V with the def2-TZVPD basis set",
  "homo_energy_ev": [-14.0, -14.9],
  "energy_ev": -8892.0159,
  "e_above_lowest_kcal_mol": 30.5,
  "s2": 0.78,
  "spin_multiplicity": 2,
  "e_lumo_ev": [-4.57, -7.31],
  "orbital_gap_ev": [9.395, 7.579],
  "charge": 1,
  "species": ["C", "N", "C", "C", "C", "C", "H", "H", "H", "H", "H", "H", "H", "H", "H", "H", "H", "O"],
  "coordinates": [[1.010, -0.812, 0.671], [-1.802, -0.519, 1.680], [-1.104, 0.481, 1.072], [0.103, 0.327, 0.390], [0.296, 1.331, -0.634], [1.416, 1.311, -1.376], [1.885, -0.386, 1.188], [1.481, -1.260, -0.201], [0.612, -1.572, 1.331], [-1.234, -1.305, 1.990], [-2.275, -0.161, 2.513], [-1.625, 1.430, 1.109], [-0.522, 1.964, -0.956], [2.178, 0.538, -1.300], [1.709, 1.994, -2.164], [-0.102, -0.631, -1.923], [-1.150, -1.539, -1.257], [-0.876, -1.193, -2.134]],
  "forces_ev_per_a": [[1.1, 0.6, 0.2], [2.0, 1.5, 1.4], [-1.6, -1.2, 0.6], [-0.6, 0.7, -1.0], [0.4, -1.0, 0.2], [1.3, -0.2, -0.8], [-0.2, -0.1, 0.2], [-0.4, -0.2, -0.2], [-0.1, -0.1, -0.1], [-0.3, -0.3, -0.6], [-0.8, -0.2, -0.5], [0.1, 0.1, -0.3], [0.0, 0.3, 0.6], [-0.1, 0.0, 0.6], [-0.7, 0.3, 0.0], [-0.7, -0.6, -0.4], [0.1, 0.1, -0.9], [0.4, 0.2, 1.1]],
  "mulliken_spin": [0.011, 0.176, 0.175, 0.277, 0.031, 0.257, 0.020, 0.009, 0.005, -0.001, 0.003, 0.007, 0.002, 0.020, 0.007, -0.002, 0.001, 0.002]
}